Entry 1:
{"formula": "C31H34AsN2O2PPtS", "method": "wB97M-V/def2-TZVPD", "largest_force_ha_per_bohr": 0.0707, "orbital_gap_ev": [5.0652, 4.9159], "total_charge": 2, "de_lowest_kcal_mol": 73.1, "species": ["Pt", "C", "C", "C", "C", "C", "C", "C", "C", "C", "C", "C", "C", "C", "C", "C", "N", "H", "H", "H", "H", "H", "H", "H", "H", "H", "H", "O", "C", "O", "C", "C", "C", "C", "C", "C", "C", "C", "C", "N", "H", "H", "H", "H", "H", "H", "C", "P", "C", "C", "H", "H", "H", "H", "H", "H", "H", "H", "H", "C", "As", "C", "C", "S", "H", "H", "H", "H", "H", "H", "H", "H", "H"], "positions_angstrom": [[0.13404, -0.20989, -0.44046], [-1.30624, 3.82422, -0.60656], [-2.66714, 3.65262, -0.86158], [-3.19592, 2.39542, -1.04754], [-2.37711, 1.25366, -1.00257], [-0.99701, 1.42742, -0.67289], [-0.48851, 2.70916, -0.49569], [-2.86127, -0.06703, -1.28966], [-4.18767, -0.37261, -1.64680], [-4.55602, -1.65729, -1.94430], [-3.59357, -2.70402, -1.90260], [-3.87372, -4.04357, -2.17365], [-2.86506, -5.00346, -2.17121], [-1.54897, -4.63034, -1.91245], [-1.24388, -3.32193, -1.60346], [-2.25052, -2.33057, -1.56241], [-1.94465, -1.07215, -1.25247], [-0.90154, 4.81604, -0.47581], [-3.31462, 4.51337, -0.90798], [-4.25252, 2.29272, -1.23531], [0.55294, 2.83613, -0.22197], [-4.91764, 0.41866, -1.67683], [-5.56578, -1.89634, -2.24024], [-4.89264, -4.33899, -2.38661], [-3.10178, -6.03787, -2.37224], [-0.76057, -5.36604, -1.95321], [-0.22763, -3.02569, -1.39331], [1.78122, -3.63104, 1.15618], [1.27495, -2.57419, 0.85679], [1.42985, -1.87803, -0.18235], [0.28716, -1.95905, 1.87684], [0.08629, -2.65234, 3.06449], [-0.69649, -2.07106, 4.03239], [-1.24103, -0.78832, 3.81183], [-1.98620, -0.11076, 4.79311], [-2.47754, 1.15804, 4.56477], [-2.25429, 1.77734, 3.33871], [-1.53040, 1.13215, 2.35813], [-1.01073, -0.15054, 2.55366], [-0.28551, -0.78908, 1.58752], [0.56919, -3.60906, 3.18450], [-0.86103, -2.56728, 4.97623], [-2.16925, -0.60726, 5.73451], [-3.02389, 1.67460, 5.33476], [-2.63097, 2.77135, 3.15080], [-1.32996, 1.63416, 1.42843], [1.72071, -1.36285, -3.27744], [0.93601, 0.12181, -2.58549], [-0.29510, 0.61473, -3.83523], [2.22042, 1.41308, -2.67777], [2.21857, -1.10720, -4.21369], [0.96830, -2.12629, -3.46878], [2.44724, -1.76210, -2.57102], [0.18900, 0.67699, -4.80937], [-0.72656, 1.58073, -3.58181], [-1.09584, -0.12076, -3.88122], [2.62160, 1.45669, -3.69076], [3.01979, 1.17430, -1.97565], [1.79225, 2.37828, -2.41666], [5.65599, 0.84152, 0.37683], [4.31702, 1.67553, 1.52323], [4.86220, 1.34663, 3.35738], [4.35997, 3.59801, 1.21184], [2.30870, 0.98721, 1.26409], [6.64084, 1.14985, 0.73028], [5.53207, 1.15470, -0.66055], [5.57851, -0.24645, 0.43766], [5.82261, 1.83266, 3.53453], [4.96079, 0.27266, 3.52367], [4.11595, 1.74449, 4.04608], [5.32714, 3.99025, 1.52890], [3.56680, 4.08083, 1.78823], [4.20863, 3.81341, 0.15121]], "atomic_forces_ev_per_a": [[-0.277, -1.238, -0.188], [-0.512, -0.280, -0.070], [0.313, 0.339, 0.136], [0.310, -0.570, -0.052], [1.045, 1.194, 0.421], [-0.865, 0.316, -0.602], [0.235, -0.218, -0.071], [0.658, -1.529, -0.015], [-0.083, -0.211, -0.034], [0.634, -0.321, 0.071], [0.304, 1.188, 0.318], [0.560, -1.255, -0.141], [-1.208, 0.586, -0.073], [0.344, 0.712, 0.188], [-0.100, -0.132, -0.025], [0.155, -2.035, -0.408], [1.161, 3.299, 0.988], [0.058, 0.065, 0.034], [-0.073, 0.098, -0.031], [-0.106, 0.021, -0.062], [-0.010, -0.017, -0.027], [-0.041, 0.063, -0.036], [-0.172, 0.048, 0.058], [-0.025, 0.053, -0.039], [-0.054, -0.007, -0.049], [0.079, -0.053, 0.054], [0.156, -0.016, 0.089], [0.241, 0.229, -0.474], [-1.093, -0.857, 2.281], [0.098, 1.171, -2.254], [0.174, 0.018, -0.606], [-0.420, 0.372, 0.621], [0.297, -0.054, -0.352], [0.150, 0.016, -0.443], [-0.310, 0.582, 0.036], [0.121, -0.781, 0.466], [0.498, -0.265, -0.658], [-0.271, 0.541, 0.004], [-0.434, -0.160, 0.685], [0.397, -0.479, -0.123], [0.048, -0.020, -0.017], [-0.100, -0.061, 0.122], [0.024, -0.012, 0.104], [-0.134, 0.024, 0.146], [-0.020, 0.082, 0.003], [-0.078, 0.029, 0.186], [-0.101, 0.026, 0.416], [0.104, 0.202, -0.844], [0.021, -0.065, 0.455], [-0.192, -0.205, 0.362], [-0.073, 0.103, 0.008], [-0.040, -0.023, 0.013], [-0.020, -0.012, 0.031], [0.076, -0.023, 0.015], [0.009, 0.069, 0.026], [-0.018, -0.082, -0.017], [-0.082, -0.065, -0.028], [-0.033, -0.007, -0.033], [-0.026, 0.056, 0.026], [-0.142, 0.025, 0.157], [0.553, 0.287, -0.659], [-0.257, -0.120, -0.052], [0.076, -0.143, 0.078], [-1.341, -0.478, 0.013], [-0.048, 0.030, -0.009], [-0.084, 0.059, 0.135], [-0.105, 0.160, 0.091], [-0.046, 0.035, -0.139], [-0.040, 0.085, -0.134], [0.020, 0.021, -0.147], [-0.017, -0.025, -0.033], [0.095, -0.211, -0.020], [0.034, -0.173, 0.127]]}

---

Entry 2:
{"formula": "C31H66BBrN6O7PS2", "method": "wB97M-V/def2-TZVPD", "spin_multiplicity": 3, "s_squared": 2.008, "largest_force_ha_per_bohr": 0.0474, "orbital_gap_ev": [5.7419, 6.6346], "total_charge": 1, "species": ["C", "C", "O", "C", "C", "C", "N", "C", "C", "N", "N", "N", "C", "B", "C", "O", "P", "O", "O", "O", "C", "S", "C", "C", "C", "Br", "S", "H", "H", "H", "H", "H", "H", "H", "H", "H", "H", "H", "H", "H", "H", "H", "H", "H", "H", "H", "H", "H", "H", "H", "H", "H", "H", "H", "H", "H", "H", "C", "C", "C", "C", "C", "C", "N", "O", "C", "C", "C", "H", "H", "H", "H", "H", "H", "H", "H", "H", "H", "H", "H", "H", "H", "H", "H", "H", "H", "C", "C", "C", "C", "C", "C", "N", "O", "C", "C", "C", "H", "H", "H", "H", "H", "H", "H", "H", "H", "H", "H", "H", "H", "H", "H", "H", "H", "H"], "positions_angstrom": [[10.84603, 3.68306, 2.53263], [9.40598, 3.87507, 2.08160], [8.45414, 3.83467, 3.13471], [8.52091, 2.66685, 3.90596], [7.25764, 2.52297, 4.72315], [6.00316, 2.36403, 3.93385], [5.67023, 1.50423, 3.01594], [6.54091, 0.44492, 2.49975], [6.72065, -0.82889, 3.38410], [5.70210, -1.82233, 3.08721], [8.07416, -1.31943, 3.01184], [6.77013, -0.64863, 4.80210], [4.32357, 1.72597, 2.46767], [4.46156, 2.40027, 0.97821], [5.62154, 3.41643, 0.64720], [3.59551, 2.06215, -0.00258], [3.27496, 0.21706, 2.10402], [3.83764, -0.55904, 1.01861], [1.83113, 0.76326, 1.70929], [2.98877, -0.69995, 3.38791], [3.47718, 2.75464, 3.29230], [2.64644, 4.04459, 2.32352], [2.53381, 2.20045, 4.37269], [2.07975, 3.27071, 5.40426], [2.60716, 3.02578, 6.82760], [3.48314, 4.65344, 7.50187], [4.83731, 3.54540, 4.30520], [11.01809, 2.62442, 2.70947], [11.04989, 4.16796, 3.47890], [11.56248, 4.00112, 1.78825], [9.17796, 3.13107, 1.31724], [9.32030, 4.86347, 1.65338], [9.34276, 2.74702, 4.61789], [8.75872, 1.79448, 3.30059], [7.39936, 1.75107, 5.46376], [7.13937, 3.44717, 5.27814], [7.50724, 0.82919, 2.22392], [6.07659, 0.12722, 1.56925], [5.89969, -2.22688, 2.17862], [5.87085, -2.56806, 3.75808], [8.08337, -2.33190, 3.05280], [8.21984, -1.09921, 2.03034], [5.99953, -0.12218, 5.18923], [7.66819, -0.31259, 5.10878], [5.20607, 4.40112, 0.45312], [6.05148, 3.05950, -0.28630], [6.42523, 3.44333, 1.37734], [3.13157, 2.84591, -0.34189], [1.24108, 0.01212, 1.91171], [3.71277, -0.58906, 4.02417], [1.39504, 3.94038, 2.79677], [3.04955, 1.43304, 4.93869], [1.63864, 1.75761, 3.95749], [0.99945, 3.22561, 5.46122], [2.31634, 4.27584, 5.08163], [1.79122, 2.87337, 7.51105], [3.31706, 2.21700, 6.89831], [-4.31291, 0.91918, -0.86111], [-3.73948, -0.37083, -1.51234], [-3.98087, -1.57911, -0.59805], [-3.04782, -1.64970, 0.60761], [-1.59222, -1.53766, 0.16115], [-1.33215, -0.28666, -0.67828], [-2.28952, -0.18220, -1.81689], [-1.93155, -1.00245, -2.74589], [-1.42497, 0.95510, 0.22899], [0.10609, -0.30445, -1.18766], [-4.54675, -0.58350, -2.78709], [-3.61019, 1.74862, -0.91094], [-5.20336, 1.26335, -1.38443], [-4.59118, 0.77349, 0.18398], [-3.85710, -2.49695, -1.18158], [-5.01914, -1.56888, -0.26190], [-3.29301, -0.86485, 1.32912], [-3.19818, -2.59683, 1.12910], [-0.93435, -1.53503, 1.03541], [-1.32861, -2.42814, -0.41713], [-1.29914, 1.87002, -0.35186], [-0.63256, 0.93106, 0.97657], [-2.36185, 1.02714, 0.77709], [0.33325, -1.20345, -1.75634], [0.80726, -0.26842, -0.35628], [0.30657, 0.56068, -1.82177], [-4.37932, 0.22378, -3.50222], [-5.60913, -0.60687, -2.54739], [-4.30896, -1.52712, -3.27377], [-9.43953, -3.68329, -7.40777], [-9.59536, -2.77491, -6.15622], [-8.73686, -1.51221, -6.30511], [-7.24420, -1.73834, -6.08126], [-7.00772, -2.45164, -4.75325], [-7.79435, -3.75538, -4.63979], [-9.24356, -3.54402, -4.92543], [-9.80277, -2.99746, -3.89874], [-7.18745, -4.79412, -5.60120], [-7.59905, -4.34841, -3.24885], [-11.05819, -2.34420, -6.13632], [-9.27691, -4.72466, -7.13826], [-10.34431, -3.67927, -8.01367], [-8.61853, -3.36935, -8.05414], [-9.08153, -0.76173, -5.58624], [-8.90209, -1.08476, -7.29592], [-6.81312, -2.30932, -6.90812], [-6.72697, -0.77644, -6.07664], [-5.94222, -2.65420, -4.62995], [-7.28970, -1.77952, -3.93634], [-7.76190, -5.72124, -5.58400], [-6.16880, -5.03133, -5.29389], [-7.12518, -4.45259, -6.63187], [-7.88328, -3.65481, -2.45942], [-6.54802, -4.59734, -3.10193], [-8.18078, -5.26332, -3.12849], [-11.71904, -3.19851, -5.98310], [-11.30948, -1.88522, -7.09198], [-11.26324, -1.60861, -5.36082]], "atomic_forces_ev_per_a": [[-0.318, -0.813, 0.409], [0.742, 0.479, -0.036], [-0.484, -0.158, -0.112], [0.795, 0.113, 0.202], [0.443, 0.361, -0.484], [-0.515, 0.534, 0.379], [-0.304, -0.321, 1.021], [-0.664, -0.558, -0.496], [1.311, -0.802, -0.538], [0.052, 0.265, 0.623], [-0.251, 0.625, -0.336], [-0.402, 0.050, 0.193], [-1.884, -0.412, -1.490], [0.810, 0.438, -0.615], [-0.183, -0.715, 0.432], [-0.930, 0.320, 0.416], [0.228, -1.007, -0.729], [1.141, -0.389, -0.670], [-0.053, -0.081, 1.079], [0.000, 1.317, 0.492], [0.806, -0.022, 1.430], [0.226, 0.441, -0.321], [-0.234, 0.485, 0.459], [0.030, -0.626, 0.118], [-0.037, 1.020, -0.271], [0.023, -0.337, 0.058], [-0.028, 0.174, -0.272], [0.229, -0.210, -0.009], [0.022, 0.456, 0.081], [0.027, 0.199, -0.207], [-0.258, -0.110, -0.125], [-0.323, 0.194, -0.191], [0.139, -0.054, 0.184], [-0.128, -0.186, -0.138], [-0.218, -0.348, 0.075], [0.026, 0.209, 0.182], [0.228, 0.464, 0.270], [-0.135, -0.137, -0.138], [-0.478, 0.201, -0.254], [-0.247, -0.002, 0.061], [0.065, -0.038, 0.270], [0.241, -0.101, 0.013], [0.033, -0.035, 0.116], [0.038, -0.005, 0.005], [0.129, 0.289, 0.055], [0.046, 0.037, -0.251], [0.058, 0.439, 0.153], [0.359, -0.413, -0.444], [-0.296, 0.389, -0.191], [-0.126, -0.724, -0.104], [0.128, -0.345, 0.060], [0.179, -0.323, -0.088], [0.055, -0.202, -0.426], [-0.275, 0.106, -0.052], [0.118, 0.202, -0.095], [-0.141, -0.227, 0.277], [0.220, -0.121, 0.049], [0.170, 0.186, 0.120], [-1.345, 1.150, 0.511], [0.381, -0.361, 0.136], [0.008, 0.049, -0.024], [-0.418, -0.337, -0.067], [0.747, 1.132, 1.108], [0.026, -2.163, -0.001], [0.207, 0.414, -0.538], [-0.326, 0.093, 0.044], [0.016, -0.217, -0.515], [0.333, -0.223, -0.480], [0.040, -0.038, -0.015], [-0.064, -0.165, -0.012], [0.069, 0.007, 0.015], [0.069, 0.060, -0.084], [-0.042, 0.105, -0.098], [0.021, 0.024, -0.025], [-0.024, 0.012, 0.004], [0.075, 0.109, -0.039], [0.004, 0.070, -0.113], [0.000, -0.011, -0.032], [0.088, -0.073, -0.059], [-0.017, 0.006, -0.063], [-0.113, 0.033, -0.086], [-0.090, 0.050, 0.105], [-0.035, -0.011, -0.038], [0.031, 0.005, 0.015], [0.020, 0.069, 0.180], [0.142, 0.051, -0.016], [0.149, -0.222, 0.009], [-0.300, -0.483, -1.698], [0.352, 0.200, 0.357], [-0.069, -0.043, -0.004], [-0.148, 0.503, -0.185], [1.154, -1.281, -0.418], [0.288, 1.969, 0.887], [-0.435, -0.491, 0.245], [-0.073, 0.018, -0.299], [-0.370, 0.154, 0.363], [-0.209, 0.050, 0.554], [0.023, 0.020, 0.056], [-0.020, 0.175, 0.020], [0.049, -0.037, 0.050], [-0.054, -0.091, 0.073], [-0.122, -0.090, -0.032], [-0.013, -0.038, 0.022], [-0.002, -0.002, -0.024], [-0.025, -0.174, 0.043], [-0.133, -0.078, 0.023], [-0.032, 0.014, 0.015], [-0.013, 0.061, 0.117], [-0.058, -0.001, 0.006], [-0.121, 0.003, -0.055], [0.041, 0.011, -0.148], [-0.037, 0.022, -0.004], [0.019, -0.013, 0.003], [0.120, -0.063, -0.083], [0.035, -0.101, 0.092]]}

---

Entry 3:
{"formula": "C4H10O3", "method": "wB97M-V/def2-TZVPD", "largest_force_ha_per_bohr": 0.0311, "orbital_gap_ev": 10.0670, "total_charge": 0, "de_lowest_kcal_mol": 59.7, "species": ["C", "O", "C", "C", "O", "C", "O", "H", "H", "H", "H", "H", "H", "H", "H", "H", "H"], "positions_angstrom": [[1.91171, 0.87968, -0.06874], [1.56471, -0.45682, 0.08156], [0.51881, -0.86377, -0.73920], [-0.62878, -0.80627, 0.40913], [-0.40575, 0.06220, 1.53793], [-1.87178, -0.19097, -0.17981], [-1.62699, 1.15600, -0.54993], [2.21236, 1.25050, 0.91250], [1.09792, 1.50787, -0.45666], [2.74522, 0.87545, -0.76961], [0.31675, -0.17739, -1.58913], [0.91246, -1.77390, -1.25289], [-0.73127, -1.82307, 0.79139], [0.24022, -0.29149, 2.16400], [-2.70314, -0.24995, 0.53141], [-2.10635, -0.73829, -1.09126], [-1.44610, 1.64021, 0.26932]], "atomic_forces_ev_per_a": [[0.545, 0.496, -0.055], [1.499, -0.201, -0.145], [-0.162, 0.609, 1.064], [-0.354, -0.551, -0.842], [0.507, -0.250, -0.444], [-0.344, -0.438, -0.138], [-0.064, 0.088, 0.154], [0.154, 0.173, -0.149], [0.087, -0.212, 0.142], [0.259, 0.705, -0.070], [-0.031, 0.033, 0.709], [-1.319, -0.172, 0.889], [-0.463, -0.038, -0.133], [-0.009, -0.093, -0.530], [-0.009, -0.061, -0.162], [-0.316, 0.081, -0.092], [0.020, -0.169, -0.199]]}